{
  "formula": "C10H6BrNO2",
  "method": "wB97M-V/def2-TZVPD",
  "spin_multiplicity": 1,
  "total_energy_ha": -3163.492866,
  "largest_force_ev_per_a": 8.37,
  "homo_lumo_gap_ev": 7.295,
  "smiles": "NC1=CC(=O)c2cc(Br)ccc2C1=O",
  "elements": ["N", "C", "C", "C", "O", "C", "C", "C", "Br", "C", "C", "C", "C", "O", "H", "H", "H", "H", "H", "H"],
  "coordinates": [[3.701447, -0.751540, 0.366011], [2.410085, -0.037178, 0.017641], [2.092547, 1.392994, 0.323808], [0.606786, 2.051030, -0.072971], [0.432792, 3.319653, -0.459471], [-0.657952, 0.962506, 0.003055], [-2.201864, 1.349494, 0.391061], [-3.331010, 0.118580, 0.400013], [-5.256226, 0.577222, 0.818935], [-2.968135, -1.462308, 0.088088], [-1.417922, -1.840485, -0.297388], [-0.312168, -0.628568, -0.349887], [1.263179, -0.956212, -0.780337], [1.630781, -1.840258, -1.711345], [3.982540, -1.423548, -0.385293], [4.472124, -0.094250, 0.621443], [2.881846, 2.086733, 0.855759], [-2.510261, 2.452750, 0.629236], [-3.771815, -2.332433, 0.099875], [-1.046775, -2.944180, -0.558233]],
  "atomic_forces_ev_per_a": [[-2.319, 1.780, -1.437], [-0.391, 2.322, 0.381], [-0.314, -2.804, -0.840], [-0.297, 3.357, -1.360], [1.064, -7.850, 2.688], [-2.494, -2.600, 0.057], [1.351, -4.014, -1.198], [3.695, -1.165, -0.818], [2.458, -0.549, -0.501], [3.163, 2.770, -0.339], [-0.625, 4.192, 0.564], [-1.987, 0.443, 0.545], [1.061, -2.424, -2.840], [-2.280, 5.189, 5.890], [-0.500, 0.947, 0.901], [-1.104, -0.768, -0.502], [-1.811, -1.455, -1.386], [0.625, -2.474, -0.533], [1.769, 2.324, 0.067], [-1.062, 2.780, 0.660]],
  "nbo_charge": [-0.815, 0.153, -0.366, 0.530, -0.522, -0.084, -0.196, -0.095, 0.075, -0.232, -0.179, -0.117, 0.519, -0.527, 0.407, 0.391, 0.253, 0.272, 0.263, 0.269]
}